Here is a cluster of 11 separate species, C44H82O22 in total at a distorted geometry from OMol25. Energies are from ωB97M-V/def2-TZVPD.

Bonds (Å) are listed after each position.
Cartesian coordinates (Å):
1 O 1.0400 0.4651 1.8122  C59 1.356, C64 1.421
2 O 5.2158 3.9937 -2.5291  C29 1.241
3 O -7.4389 2.2373 3.4566  C33 1.323, C35 1.390
4 O 6.3279 8.6588 4.0132  C46 1.226
5 O -1.9119 3.8464 -8.9301  C48 1.239
6 O -5.6519 0.6660 -3.3426  C45 1.233
7 O 3.0003 -6.5207 -1.6541  C36 1.231
8 O -1.5468 2.0002 -7.6712  C25 1.424, C48 1.289
9 O 2.8461 -8.8016 -1.9475  C36 1.377, C66 1.448
10 O 4.0740 8.6972 3.8455  C41 1.458, C46 1.317
11 O -4.2509 8.0999 -1.2083  C42 1.213
12 O -6.3437 -1.3174 -2.5626  C26 1.405, C45 1.325
13 O -4.2157 5.9940 -0.3843  C39 1.418, C42 1.251
14 O 2.0541 -8.3669 3.1481  C47 1.367, C61 1.417
15 O 8.7827 0.6206 2.8256  C38 1.374, C49 1.321
16 O -5.6651 -7.7384 2.4463  C58 1.310, C62 1.454
17 O 5.2137 4.0024 -4.8959  C29 1.382, C55 1.403
18 O -3.5020 -7.5119 1.6631  C58 1.198
19 O -0.2680 -1.4368 1.8840  C59 1.206
20 O 2.1612 -9.9515 4.8453  C47 1.209
21 O -6.6973 1.2524 5.3791  C33 1.225
22 O 7.5823 -0.0164 4.5400  C49 1.234
23 C 8.8597 2.9080 3.2156  C34 1.547, C38 1.574, H106 1.090, H116 1.090
24 C -3.3250 1.9361 -9.2251  C48 1.532, H77 1.090, H99 1.090, H101 1.090
25 C -0.4558 2.4512 -6.8742  O8 1.424, C52 1.538, H115 1.090, H135 1.090
26 C -5.4155 -1.2549 -1.5096  O12 1.405, C37 1.467, H138 1.090, H146 1.090
27 C 0.8341 -7.5206 -2.2925  C36 1.558, H67 1.090, H119 1.090, H131 1.090
28 C 2.8271 -6.1293 3.3736  C61 1.523, H69 1.090, H70 1.090, H88 1.090
29 C 4.7719 4.3459 -3.6328  O2 1.241, O17 1.382, C65 1.549
30 C -9.4618 3.3470 3.1507  C35 1.518, H80 1.090, H94 1.090, H125 1.090
31 C 2.6981 7.1946 2.6620  C41 1.497, H104 1.090, H127 1.090, H133 1.090
32 C 4.9221 -9.9933 -2.2740  C66 1.561, H86 1.090, H90 1.090, H128 1.090
33 C -6.5171 1.7768 4.2866  O3 1.323, O21 1.225, C63 1.529
34 C 7.5143 2.2786 3.6492  C23 1.547, C49 1.445, H81 1.090, H139 1.090
35 C -8.7738 2.1833 3.8404  O3 1.390, C30 1.518, H111 1.090, H143 1.090
36 C 2.3680 -7.5118 -2.0202  O7 1.231, O9 1.377, C27 1.558
37 C -5.5750 -2.4345 -0.6526  C26 1.467, H74 1.090, H91 1.090, H123 1.090
38 C 9.3698 1.7415 2.2906  O15 1.374, C23 1.574, H75 1.090, H124 1.090
39 C -2.8492 5.6699 -0.5768  O13 1.418, C50 1.570, H83 1.090, H134 1.090
40 C 5.1830 10.4820 4.9309  C46 1.488, H89 1.090, H93 1.090, H145 1.090
41 C 4.0990 7.4222 3.1384  O10 1.458, C31 1.497, H68 1.090, H76 1.090
42 C -4.6746 7.1364 -0.6051  O11 1.213, O13 1.251, C51 1.523
43 C 6.2188 2.3624 -6.4504  C55 1.561, H100 1.090, H102 1.090, H120 1.090
44 C -4.2135 -6.6352 3.7141  C53 1.516, C58 1.495, H113 1.090, H148 1.090
45 C -6.4863 -0.2420 -3.3234  O6 1.233, O12 1.325, C60 1.542
46 C 5.2344 9.1450 4.2789  O4 1.226, O10 1.317, C40 1.488
47 C 1.7369 -9.5294 3.7945  O14 1.367, O20 1.209, C56 1.521
48 C -2.1866 2.7017 -8.5435  O5 1.239, O8 1.289, C24 1.532
49 C 7.9370 0.9050 3.8002  O15 1.321, O22 1.234, C34 1.445
50 C -2.5913 4.1930 -1.0415  C39 1.570, H79 1.090, H114 1.090, H137 1.090
51 C -6.0819 7.1617 -0.0236  C42 1.523, H71 1.090, H85 1.090, H122 1.090
52 C 0.5413 1.3370 -6.5137  C25 1.538, H95 1.090, H108 1.090, H147 1.090
53 C -5.3989 -6.9121 4.6174  C44 1.516, C62 1.520, H72 1.090, H112 1.090
54 C 1.4320 -1.1784 0.2488  C57 1.541, C59 1.486, H97 1.090, H132 1.090
55 C 6.1213 2.9375 -5.0026  O17 1.403, C43 1.561, H136 1.090, H141 1.090
56 C 0.6953 -10.2890 2.9867  C47 1.521, H73 1.090, H82 1.090, H129 1.090
57 C 2.7999 -0.5317 0.5392  C54 1.541, C64 1.509, H117 1.090, H126 1.090
58 C -4.4267 -7.3126 2.3980  O16 1.310, O18 1.198, C44 1.495
59 C 0.5961 -0.7483 1.4001  O1 1.356, O19 1.206, C54 1.486
60 C -7.6287 -0.2347 -4.3596  C45 1.542, H96 1.090, H98 1.090, H105 1.090
61 C 3.0379 -7.5782 3.7942  O14 1.417, C28 1.523, H84 1.090, H103 1.090
62 C -6.4443 -7.3901 3.6232  O16 1.454, C53 1.520, H87 1.090, H92 1.090
63 C -5.1119 1.9965 3.7258  C33 1.529, H109 1.090, H140 1.090, H142 1.090
64 C 2.2733 0.7379 1.1611  O1 1.421, C57 1.509, H110 1.090, H121 1.090
65 C 3.5850 5.3412 -3.6616  C29 1.549, H78 1.090, H118 1.090, H130 1.090
66 C 4.0452 -9.2104 -1.2467  O9 1.448, C32 1.561, H107 1.090, H144 1.090
67 H 0.7915 -7.6807 -3.3698  C27 1.090
68 H 4.8191 7.3437 2.3238  C41 1.090
69 H 3.7091 -5.5318 3.6040  C28 1.090
70 H 2.3641 -5.9669 2.4002  C28 1.090
71 H -6.7778 7.6919 -0.6738  C51 1.090
72 H -5.2946 -7.6977 5.3657  C53 1.090
73 H 0.2380 -9.6292 2.2494  C56 1.090
74 H -4.9147 -3.2758 -0.8629  C37 1.090
75 H 10.4493 1.6669 2.4219  C38 1.090
76 H 4.3467 6.5781 3.7820  C41 1.090
77 H -4.1146 2.6844 -9.2942  C24 1.090
78 H 3.2438 5.4117 -4.6944  C65 1.090
79 H -1.5435 3.9222 -0.9114  C50 1.090
80 H -8.8864 4.2647 3.2723  C30 1.090
81 H 6.7897 2.5663 2.8874  C34 1.090
82 H -0.0108 -10.7343 3.6876  C56 1.090
83 H -2.2622 5.8364 0.3264  C39 1.090
84 H 2.9713 -7.6004 4.8819  C61 1.090
85 H -5.7807 7.6498 0.9033  C51 1.090
86 H 4.6241 -11.0277 -2.4457  C32 1.090
87 H -6.8272 -8.3473 3.9770  C62 1.090
88 H 2.1384 -5.7307 4.1185  C28 1.090
89 H 4.1124 10.6437 5.0567  C40 1.090
90 H 5.1513 -9.5574 -3.2464  C32 1.090
91 H -5.2566 -2.2362 0.3708  C37 1.090
92 H -7.2071 -6.6525 3.3740  C62 1.090
93 H 5.7684 10.7519 5.8098  C40 1.090
94 H -10.3679 3.4391 3.7496  C30 1.090
95 H 1.5271 1.6542 -6.1735  C52 1.090
96 H -7.4410 0.6040 -5.0301  C60 1.090
97 H 1.4699 -2.2677 0.2565  C54 1.090
98 H -7.8262 -1.1783 -4.8682  C60 1.090
99 H -3.0911 1.6056 -10.2371  C24 1.090
100 H 6.6568 3.0788 -7.1454  C43 1.090
101 H -3.6805 1.1720 -8.5337  C24 1.090
102 H 5.2523 2.0151 -6.8156  C43 1.090
103 H 4.0205 -7.9175 3.4663  C61 1.090
104 H 2.3138 6.1821 2.7852  C31 1.090
105 H -8.5770 0.0964 -3.9363  C60 1.090
106 H 9.5275 3.1860 4.0310  C23 1.090
107 H 3.8649 -9.7623 -0.3243  C66 1.090
108 H 0.6910 0.7823 -7.4400  C52 1.090
109 H -4.8337 2.9562 4.1613  C63 1.090
110 H 2.2684 1.5493 0.4333  C64 1.090
111 H -8.9409 2.1668 4.9174  C35 1.090
112 H -5.5774 -5.9553 5.1082  C53 1.090
113 H -3.3882 -6.8286 4.3994  C44 1.090
114 H -3.2007 3.5207 -0.4374  C50 1.090
115 H 0.0926 3.2318 -7.4013  C25 1.090
116 H 8.8359 3.7698 2.5487  C23 1.090
117 H 3.3820 -1.1012 1.2638  C57 1.090
118 H 4.0134 6.3048 -3.3857  C65 1.090
119 H 0.3791 -8.4205 -1.8787  C27 1.090
120 H 6.9705 1.5740 -6.4124  C43 1.090
121 H 2.8501 0.9337 2.0651  C64 1.090
122 H -6.4505 6.1822 0.2810  C51 1.090
123 H -6.6122 -2.7678 -0.6179  C37 1.090
124 H 9.1137 2.0397 1.2740  C38 1.090
125 H -9.6390 3.1247 2.0984  C30 1.090
126 H 3.4122 -0.1359 -0.2710  C57 1.090
127 H 1.9554 7.8751 3.0784  C31 1.090
128 H 5.9719 -10.0635 -1.9893  C32 1.090
129 H 1.0696 -11.1297 2.4025  C56 1.090
130 H 2.7753 5.0669 -2.9854  C65 1.090
131 H 0.2347 -6.6367 -2.0744  C27 1.090
132 H 1.0850 -0.8845 -0.7418  C54 1.090
133 H 2.5712 7.4163 1.6023  C31 1.090
134 H -2.4265 6.2832 -1.3727  C39 1.090
135 H -0.9542 2.7906 -5.9661  C25 1.090
136 H 5.9652 2.0683 -4.3637  C55 1.090
137 H -2.6379 3.9860 -2.1106  C50 1.090
138 H -5.6403 -0.3159 -1.0038  C26 1.090
139 H 7.2264 2.7004 4.6122  C34 1.090
140 H -5.1649 2.1922 2.6548  C63 1.090
141 H 7.0861 3.4155 -4.8326  C55 1.090
142 H -4.4697 1.1322 3.8949  C63 1.090
143 H -9.2273 1.2688 3.4580  C35 1.090
144 H 4.5799 -8.2984 -0.9815  C66 1.090
145 H 5.5532 11.1052 4.1169  C40 1.090
146 H -4.4234 -0.9909 -1.8758  C26 1.090
147 H 0.1470 0.5383 -5.8854  C52 1.090
148 H -3.8232 -5.6246 3.5942  C44 1.090

The value obtained for the calculated total energy is -91998.6990 eV. The SMILES is CCOC(C)=O.CCOC(C)=O.CCOC(C)=O.CCOC(C)=O.CCOC(C)=O.CCOC(C)=O.CCOC(C)=O.CCOC(C)=O.O=C1CCCO1.O=C1CCCO1.O=C1CCCO1. The HOMO-LUMO gap comes out at 9.7712 eV. Its energy above the lowest of the compared OMol25 structures with the same formula, charge and spin is 6.7841 eV.